# 1
47
Properties=species:S:1:pos:R:3:nbo_charge:R:1 method="wB97M-V/def2-TZVPD" e_tot_ev=-36073.6187 homo_lumo_gap_ev="6.22 / 3.21" total_charge=+2 spin_multiplicity=3
C -0.05443 -1.99502 4.53850 -0.6022
C -1.55765 -1.69396 4.56353 -0.6117
H 0.14733 -3.01607 4.21707 0.2108
H 0.39891 -1.86545 5.52405 0.2206
H 0.46077 -1.29252 3.85655 0.1655
H -1.99293 -1.70866 3.56322 0.1837
H -2.06872 -2.44503 5.17594 0.2304
H -1.74014 -0.72364 5.03764 0.2037
C 2.31162 -1.00552 -1.63128 0.0862
C 2.87703 -1.42116 -2.82626 -0.2144
C 2.12083 -1.39781 -4.00957 -0.0937
C 0.80236 -0.99004 -3.92899 -0.1913
H 2.87163 -1.01185 -0.69870 0.2462
H 3.90905 -1.76913 -2.83830 0.2660
H 2.53743 -1.70589 -4.96828 0.2619
H 0.14111 -0.99327 -4.79335 0.2435
N 0.99979 -0.61194 -1.53422 -0.4587
C 0.26272 -0.58586 -2.70128 0.1546
C -1.08587 -0.10055 -2.55545 0.1737
N -1.45506 0.19096 -1.26036 -0.5097
C -2.69700 0.73112 -1.02147 0.0733
C -3.18768 0.71452 -3.38733 -0.0970
C -3.54981 1.04686 -2.07512 -0.2111
H -2.94918 0.88047 0.02588 0.2319
H -4.49720 1.53785 -1.86778 0.2655
C -1.97553 0.09103 -3.61258 -0.1883
H -1.66643 -0.26515 -4.59941 0.2463
H -3.84010 0.92312 -4.22405 0.2611
Mo 0.06615 0.12353 0.17595 1.1590
I 1.58741 -1.36473 1.72791 -0.0780
C 1.80627 4.50512 3.18720 -0.1377
C 1.17747 3.25618 3.39273 -0.0638
C 0.84163 2.45839 2.30252 -0.2403
C 1.03610 2.91491 0.98093 0.0233
C 0.68898 2.11743 -0.15794 -0.3315
C 0.72505 2.68094 -1.43169 -0.1762
C 1.15157 4.02392 -1.61861 -0.0892
C 1.53437 4.78947 -0.53318 -0.2132
C 1.51893 4.25745 0.77477 0.1115
C 1.92908 5.00777 1.89795 -0.2007
H 2.17534 5.08145 4.03865 0.2594
H 0.96608 2.92032 4.41180 0.2534
H 0.41034 1.46351 2.45582 0.2094
H 0.41386 2.10161 -2.29681 0.2187
H 1.17231 4.44147 -2.62564 0.2475
H 1.84240 5.82990 -0.65219 0.2524
H 2.32703 6.01069 1.71891 0.2490

# 2
34
Properties=species:S:1:pos:R:3:nbo_charge:R:1 method="wB97M-V/def2-TZVPD" e_tot_ev=-71999.6289 homo_lumo_gap_ev="7.18 / 7.71" total_charge=-1 spin_multiplicity=4
Mn -0.07874 0.37915 0.33374 1.4206
N 0.03124 3.56825 1.47589 -0.5858
C 1.20002 2.90757 1.22005 0.4721
N 2.39738 3.39366 1.41450 -0.3766
N 3.24083 2.40900 0.98689 -0.0648
N 2.59557 1.39097 0.56688 -0.0656
N 1.26516 1.68020 0.69736 -0.4087
C -1.19319 3.00978 1.21918 0.4632
N -2.34715 3.61580 1.34724 -0.3764
N -3.25818 2.69357 0.93165 -0.0745
N -2.68597 1.60395 0.57628 -0.0840
N -1.34742 1.77451 0.75677 -0.4047
H 0.07446 4.47098 1.91323 0.4319
C -1.27286 2.49127 -2.46260 -0.6262
C -0.18249 1.43308 -2.47683 0.1056
C 1.21269 2.03510 -2.51382 -0.6345
O -0.33402 0.54725 -1.38678 -0.5936
H -1.21030 3.10152 -3.36680 0.2034
H -1.15688 3.14499 -1.59428 0.2050
H -2.25853 2.02838 -2.41000 0.2256
H -0.30780 0.80111 -3.35986 0.1821
H 1.34833 2.72016 -1.67377 0.2027
H 1.35712 2.59307 -3.44135 0.2036
H 1.96472 1.24818 -2.44385 0.2451
O -1.51312 -1.05092 0.88384 -0.4078
N -1.13827 -1.05564 2.07015 0.4026
O -0.22274 -0.20244 2.24172 -0.4437
F 2.07253 -4.12745 -1.18229 -0.3186
C 1.14770 -3.32248 -0.65174 0.8832
F 0.99984 -3.66103 0.63291 -0.3176
F -0.01580 -3.57424 -1.27423 -0.3234
C 1.51741 -1.83301 -0.85367 0.7190
O 2.16194 -1.53871 -1.82660 -0.5699
O 1.08912 -1.08187 0.10495 -0.6896

# 3
15
Properties=species:S:1:pos:R:3:nbo_charge:R:1 method="wB97M-V/def2-TZVPD" relative_energy_kj_mol=394.1 e_tot_ev=-6787.9040 homo_lumo_gap_ev="10.35 / 6.13" total_charge=+2 spin_multiplicity=2
C 2.47269 -0.16482 1.05623 -0.7404
C 1.20673 -0.37347 0.37489 0.0757
C 0.63324 0.59666 -0.33921 0.2262
N -0.66792 0.23349 -0.95765 -0.7867
H 2.13056 0.41777 1.98239 0.3678
H 2.91822 -1.15849 1.40246 0.3103
H 3.41929 0.25485 0.56448 0.3666
H 0.81592 -1.43535 0.37542 0.2870
H 0.87362 1.67487 -0.46289 0.2977
H -1.34315 0.92754 -1.47012 0.5231
H -0.67226 -0.66065 -1.41485 0.4820
H -1.33887 0.00696 -0.01584 0.5272
H -3.50779 0.69848 -0.54330 0.5004
H -3.70745 -0.83133 0.06089 0.5487
O -3.23283 -0.18651 -0.61288 -0.9856

# 4
67
Properties=species:S:1:pos:R:3:nbo_charge:R:1 method="wB97M-V/def2-TZVPD" relative_energy_kj_mol=10.2 e_tot_ev=-106908.4626 homo_lumo_gap_ev=6.11 total_charge=-2 spin_multiplicity=1
K 1.27963 0.03040 -0.35377 0.9098
O 0.48078 -2.17271 3.52034 -1.0111
S 0.60247 -0.89857 2.83704 2.4104
O 1.92976 -0.62260 2.31000 -1.0231
O -0.46057 -0.64602 1.86180 -1.0530
C 0.34099 0.34194 4.12427 -0.2199
C 0.29689 -0.10181 5.44005 -0.2224
C 0.13207 0.80061 6.47974 -0.2256
C 0.01225 2.15539 6.20537 -0.2292
C 0.05194 2.59666 4.89143 -0.2026
C 0.20968 1.70499 3.83101 -0.3476
P 0.28199 2.28180 2.07693 0.8873
C -1.46161 2.77072 1.78845 -0.2420
C -1.74709 3.40586 0.57638 -0.2268
C -3.04566 3.77928 0.26538 -0.2154
C -4.08440 3.50666 1.14713 -0.2374
C -3.81381 2.85237 2.34036 -0.2172
C -2.51111 2.48819 2.65971 -0.2484
C 1.08167 3.91638 2.31946 -0.3401
C 0.42668 5.14146 2.38963 -0.1577
C 1.14687 6.31913 2.54802 -0.2172
C 2.52859 6.28456 2.64395 -0.2241
C 3.19291 5.06706 2.56588 -0.2150
C 2.47515 3.89595 2.39256 -0.1824
H 0.39450 -1.16323 5.62201 0.2412
H 0.10098 0.44590 7.50344 0.1974
H -0.11238 2.86879 7.01174 0.1982
H -0.03757 3.65551 4.67838 0.2194
H -0.95081 3.62446 -0.12730 0.2572
H -3.23839 4.27679 -0.67692 0.2174
H -5.09999 3.78978 0.89682 0.1999
H -4.61827 2.61851 3.02812 0.1980
H -2.31525 1.97513 3.59288 0.2190
H -0.65167 5.18184 2.30289 0.2089
H 0.62347 7.26717 2.57861 0.1977
H 3.09051 7.20449 2.75338 0.1963
H 4.27479 5.03458 2.61170 0.2014
H 2.99381 2.94927 2.28816 0.2245
O 2.75749 -0.43482 -2.65752 -0.7503
C 1.68908 -0.64761 -3.25427 0.7520
O 0.59846 -1.02392 -2.76099 -0.8001
C 1.69230 -0.43400 -4.77282 -0.1046
C 0.51377 -0.55839 -5.50193 -0.1364
C 0.51759 -0.40409 -6.87760 -0.2061
C 1.72116 -0.12674 -7.50853 -0.0148
C 2.90745 0.01895 -6.80533 -0.2057
C 2.88052 -0.13294 -5.43036 -0.1794
N 1.74328 0.01170 -8.96779 0.5363
O 2.80920 0.25261 -9.51009 -0.4100
O 0.69725 -0.12558 -9.57852 -0.4055
H -0.39718 -0.77707 -4.96062 0.2443
H -0.38536 -0.49611 -7.46246 0.2326
H 3.81895 0.24632 -7.33770 0.2319
H 3.77417 -0.02289 -4.83119 0.2434
C -3.24572 -0.05829 0.10856 -0.8462
S -2.33684 -0.32404 -1.41616 1.2779
C -1.74429 -1.96387 -0.99324 -0.8460
O -3.35947 -0.50835 -2.49523 -1.0168
H -4.00424 -0.83668 0.20585 0.2107
H -3.71214 0.92306 0.04307 0.2324
H -2.54131 -0.08393 0.94107 0.2650
H -1.20244 -1.90338 -0.04783 0.2542
H -1.08373 -2.27690 -1.79763 0.2671
H -2.61217 -2.61836 -0.89862 0.2099
S 0.97778 5.25667 -1.90747 -0.4343
C 1.30925 3.76769 -1.26792 0.1002
N 1.52845 2.71098 -0.82157 -0.6272

# 5
9
Properties=species:S:1:pos:R:3:nbo_charge:R:1 method="wB97M-V/def2-TZVPD" relative_energy_kj_mol=126.2 e_tot_ev=-31387.5824 homo_lumo_gap_ev="5.83 / 7.99" total_charge=0 spin_multiplicity=3
C 0.44771 0.51976 -1.05976 0.7871
O 0.44503 1.08498 1.56978 -0.5268
F 1.12339 0.01299 -2.07820 -0.3135
F 0.55565 1.87099 -1.09033 -0.3356
F -0.83302 0.26847 -1.29572 -0.3267
P -0.50421 -1.61219 0.80241 0.2507
S 1.11767 -0.09049 0.64884 0.4620
H -1.47402 -0.75082 0.30690 0.0085
H -0.87819 -1.30369 2.19607 -0.0058

# 6
47
Properties=species:S:1:pos:R:3:nbo_charge:R:1 method="wB97M-V/def2-TZVPD" e_tot_ev=-31802.5334 homo_lumo_gap_ev="2.42 / 2.41" total_charge=+4 spin_multiplicity=1
N 1.09765 3.42227 0.57725 -0.4275
C 0.66145 4.47269 0.33002 0.3970
C 0.27877 5.84440 0.07473 -0.7508
H -0.80975 5.95257 0.02331 0.2748
H 0.72370 6.14283 -0.87926 0.2998
H 0.67819 6.45963 0.89295 0.3028
N 2.77046 -1.88894 0.42323 -0.4736
C 3.70997 -2.49284 0.07351 0.3929
C 4.84921 -3.22742 -0.44849 -0.7510
H 5.35078 -2.68872 -1.25783 0.2725
H 4.54431 -4.18122 -0.88183 0.2790
H 5.57726 -3.43110 0.33958 0.2941
N -2.77360 -1.74556 0.90721 -0.4823
C -3.84216 -2.03642 0.56086 0.4210
C -5.14908 -2.57595 0.29919 -0.7523
H -5.25411 -3.44606 0.95026 0.3062
H -5.23378 -2.87115 -0.74814 0.2883
H -5.92694 -1.85278 0.54430 0.2859
Hf -0.24701 0.16923 -2.99303 1.9498
C 0.09229 -1.73096 1.71861 0.4893
O 0.18404 -2.42460 2.62452 -0.4770
C 1.53906 0.52549 1.72654 0.4854
O 2.38745 0.58512 2.49993 -0.4842
C 0.39713 1.46503 -4.38894 -0.4024
C -1.05192 1.54449 -4.22153 -0.2344
C -1.85423 0.32285 -4.19670 -0.3949
C -1.20170 -0.98430 -4.33977 -0.4098
C 0.24796 -1.06047 -4.51564 -0.2132
C 1.04566 0.16425 -4.53566 -0.3811
H 0.97814 2.38077 -4.52794 0.3464
H -1.56130 2.50650 -4.28054 0.3405
H -2.94414 0.38745 -4.25986 0.3437
H -1.81385 -1.87613 -4.50561 0.3485
H 0.70037 -2.02210 -4.77316 0.3507
H 2.10874 0.11146 -4.78484 0.3496
C 0.06350 2.96558 3.38584 -0.7499
C -0.97229 1.95171 3.30434 0.7237
N -0.89655 0.77848 2.69998 -0.3771
C -2.07018 0.12863 2.95044 0.1766
C -2.93850 0.96615 3.62161 0.3642
N -2.20793 2.10382 3.87768 -0.5106
H -0.38062 3.91181 3.70812 0.2825
H 0.87344 2.66502 4.06023 0.3997
H 0.49771 3.08158 2.39046 0.3720
H -2.21431 -0.88682 2.66398 0.3239
H -3.95882 0.79825 3.90173 0.3115
H -2.48654 2.92260 4.41057 0.4999